(1)
{"formula": "C2H9N3O", "method": "ωB97M-V with the def2-TZVPD basis set", "relative_energy_ev": 4.1272, "charge": 0, "symbols": ["C", "N", "O", "H", "H", "H", "H", "H", "C", "N", "N", "H", "H", "H", "H"], "positions_angstrom": [[-0.52, -1.02, 1.66], [0.72, -0.31, 1.43], [1.79, -1.26, 1.28], [2.25, -1.25, 2.13], [0.64, 0.14, 0.45], [-0.42, -1.65, 2.55], [-1.31, -0.28, 1.82], [-0.82, -1.65, 0.80], [-0.27, 0.62, -2.42], [-0.22, 0.90, -1.02], [-0.52, 2.07, -0.69], [-0.48, 2.14, 0.33], [-0.51, 1.50, -3.02], [0.70, 0.21, -2.71], [-1.02, -0.16, -2.58]], "nbo_charge": [-0.436, -0.379, -0.613, 0.463, 0.364, 0.197, 0.195, 0.170, -0.468, -0.148, -0.314, 0.321, 0.201, 0.223, 0.223]}

(2)
{"formula": "C25H66FeO9", "method": "ωB97M-V with the def2-TZVPD basis set", "relative_energy_ev": 1.1950, "spin_multiplicity": 6, "s2": 8.77, "charge": 1, "symbols": ["Fe", "C", "C", "O", "H", "H", "H", "H", "H", "C", "C", "O", "H", "H", "H", "H", "H", "C", "C", "C", "O", "H", "H", "H", "H", "H", "H", "H", "H", "C", "C", "C", "O", "H", "H", "H", "H", "H", "H", "H", "H", "C", "C", "C", "O", "H", "H", "H", "H", "H", "H", "H", "H", "C", "C", "C", "O", "H", "H", "H", "H", "H", "H", "H", "H", "C", "C", "C", "O", "H", "H", "H", "H", "H", "H", "H", "H", "C", "C", "C", "O", "H", "H", "H", "H", "H", "H", "H", "H", "C", "C", "C", "O", "H", "H", "H", "H", "H", "H", "H", "H"], "positions_angstrom": [[-0.71, 2.13, -3.10], [-1.04, -1.86, -4.01], [-0.85, -0.58, -4.82], [-0.54, 0.58, -4.11], [-1.24, -2.62, -4.76], [-1.90, -1.75, -3.35], [-0.10, -2.11, -3.53], [-1.74, -0.39, -5.45], [-0.14, -0.79, -5.64], [-0.74, -0.66, -0.21], [0.21, 0.53, -0.31], [-0.24, 1.39, -1.29], [-1.66, -0.36, 0.30], [-0.30, -1.39, 0.47], [-0.87, -1.15, -1.17], [1.21, 0.14, -0.51], [0.23, 1.03, 0.66], [3.57, 2.43, -1.90], [2.52, 3.29, -2.58], [3.15, 4.10, -3.72], [1.54, 2.41, -3.19], [3.04, 1.72, -1.26], [4.29, 2.96, -1.28], [4.16, 1.79, -2.56], [2.01, 4.00, -1.93], [3.75, 3.44, -4.34], [3.81, 4.89, -3.35], [2.41, 4.54, -4.39], [2.06, 1.72, -3.62], [-1.13, 4.57, 0.26], [-1.85, 4.15, -1.01], [-2.88, 5.18, -1.46], [-0.83, 3.97, -2.06], [-1.78, 5.13, 0.93], [-0.33, 5.29, 0.04], [-0.74, 3.73, 0.84], [-2.33, 3.18, -0.86], [-3.60, 5.25, -0.65], [-3.30, 4.88, -2.42], [-2.41, 6.14, -1.72], [-0.50, 4.87, -2.20], [0.96, -4.94, 0.54], [1.36, -6.21, -0.25], [2.89, -6.20, -0.32], [0.91, -7.36, 0.44], [1.78, -4.22, 0.60], [0.81, -5.23, 1.58], [0.08, -4.37, 0.24], [0.95, -6.18, -1.26], [3.27, -5.24, -0.65], [3.29, -7.01, -0.93], [3.28, -6.26, 0.70], [1.62, -7.74, 0.97], [-1.06, -2.74, 4.35], [-2.09, -2.72, 3.21], [-2.67, -1.37, 2.81], [-1.62, -3.31, 1.99], [-1.33, -3.52, 5.07], [-1.09, -1.78, 4.87], [-0.08, -2.94, 3.93], [-2.91, -3.39, 3.48], [-3.23, -0.98, 3.67], [-3.25, -1.37, 1.89], [-1.79, -0.73, 2.65], [-0.95, -2.73, 1.62], [2.59, -2.91, -2.57], [3.63, -1.95, -2.08], [3.56, -1.82, -0.56], [4.91, -2.50, -2.38], [1.59, -2.51, -2.37], [2.74, -3.95, -2.29], [2.45, -3.03, -3.66], [3.48, -0.97, -2.56], [3.85, -2.77, -0.13], [2.58, -1.51, -0.18], [4.19, -1.00, -0.18], [5.62, -1.94, -2.05], [-0.02, 1.73, 3.60], [1.31, 0.98, 3.41], [2.40, 1.92, 2.89], [1.65, 0.42, 4.66], [0.08, 2.63, 4.20], [-0.84, 1.10, 3.92], [-0.28, 2.05, 2.58], [1.26, 0.22, 2.62], [2.04, 2.47, 2.01], [3.29, 1.37, 2.60], [2.63, 2.71, 3.61], [1.74, 1.13, 5.30], [-3.83, 1.69, 1.52], [-5.17, 2.20, 2.05], [-6.24, 1.13, 1.90], [-5.06, 2.60, 3.41], [-3.86, 1.06, 0.63], [-3.36, 1.14, 2.33], [-3.17, 2.53, 1.28], [-5.49, 3.04, 1.41], [-6.16, 0.63, 0.93], [-7.26, 1.33, 2.21], [-5.89, 0.33, 2.58], [-4.33, 3.23, 3.41]], "mulliken_spin": [3.938, 0.008, -0.007, 0.261, 0.000, 0.000, 0.000, 0.008, 0.013, 0.072, -0.057, 0.666, -0.001, 0.010, -0.014, 0.042, 0.004, 0.001, 0.003, 0.000, 0.030, 0.001, 0.000, 0.000, -0.001, 0.000, 0.000, 0.000, -0.006, 0.000, -0.028, -0.007, 0.029, 0.001, 0.000, 0.002, 0.022, 0.001, 0.000, 0.000, -0.002, 0.000, 0.000, 0.000, 0.000, 0.000, 0.000, 0.000, 0.000, 0.000, 0.000, 0.000, 0.000, 0.000, 0.000, -0.001, 0.000, 0.000, 0.000, 0.000, 0.000, 0.000, 0.000, 0.002, -0.004, 0.000, 0.000, 0.004, 0.000, 0.000, 0.000, 0.000, 0.000, 0.000, 0.006, 0.001, 0.000, 0.001, 0.000, 0.001, 0.000, 0.000, 0.000, 0.000, 0.001, 0.000, 0.000, 0.000, 0.000, 0.001, 0.000, 0.000, 0.000, 0.001, 0.000, 0.000, 0.000, 0.000, 0.000, 0.000, 0.000]}

(3)
{"formula": "H13O6S", "method": "ωB97M-V with the def2-TZVPD basis set", "relative_energy_ev": 1.0517, "charge": -1, "symbols": ["S", "H", "H", "H", "O", "H", "H", "O", "H", "H", "O", "H", "H", "O", "H", "H", "O", "H", "H", "O"], "positions_angstrom": [[1.19, 0.45, 0.77], [2.22, 0.73, -0.03], [0.73, 0.51, 4.73], [-0.71, 0.49, 4.13], [-0.20, 0.62, 4.94], [-0.58, -2.22, 2.01], [-0.35, -0.73, 1.80], [-0.79, -1.36, 2.39], [-0.24, 2.55, -1.06], [-1.02, 1.98, -2.22], [-0.74, 2.82, -1.85], [1.37, 0.91, -4.02], [0.62, 1.93, -3.38], [0.76, 1.62, -4.29], [-2.24, -2.60, -0.41], [-2.62, -3.37, 0.80], [-2.15, -3.48, -0.04], [1.16, -1.71, -2.46], [0.67, -0.64, -1.48], [0.92, -0.78, -2.41]], "nbo_charge": [-1.077, 0.126, 0.477, 0.489, -0.967, 0.469, 0.501, -0.988, 0.497, 0.469, -0.965, 0.476, 0.476, -0.959, 0.475, 0.467, -0.943, 0.462, 0.506, -0.992]}

(4)
{"formula": "C55H45B2BrCrF8N5OPS3", "method": "ωB97M-V with the def2-TZVPD basis set", "relative_energy_ev": 3.7878, "spin_multiplicity": 5, "s2": 6.03, "charge": 0, "symbols": ["Cr", "F", "C", "C", "F", "C", "F", "C", "P", "C", "C", "C", "C", "C", "C", "C", "C", "C", "C", "C", "C", "C", "Br", "C", "F", "H", "H", "H", "H", "H", "H", "H", "H", "H", "H", "N", "S", "N", "S", "N", "S", "N", "C", "C", "C", "C", "C", "C", "C", "C", "C", "C", "C", "C", "C", "C", "C", "C", "C", "C", "C", "C", "C", "C", "C", "C", "C", "C", "C", "C", "C", "C", "C", "C", "C", "C", "C", "C", "H", "H", "H", "H", "H", "H", "H", "H", "H", "H", "H", "H", "H", "H", "H", "H", "H", "H", "H", "H", "H", "H", "H", "H", "H", "H", "H", "H", "H", "H", "O", "H", "H", "B", "C", "N", "H", "H", "H", "F", "B", "F", "F", "F"], "positions_angstrom": [[0.40, -1.81, 0.04], [7.85, -4.37, 0.49], [7.26, -3.17, 0.18], [7.62, -2.50, -0.98], [8.54, -3.05, -1.80], [6.82, -1.40, -1.48], [7.24, -0.77, -2.61], [5.70, -1.02, -0.77], [4.29, 0.03, -1.23], [4.88, 1.72, -0.91], [4.13, 2.69, -0.22], [4.65, 3.94, 0.09], [5.91, 4.27, -0.49], [6.60, 3.31, -1.19], [6.13, 2.05, -1.46], [4.48, -0.06, -3.04], [4.75, -1.28, -3.69], [4.88, -1.33, -5.09], [4.69, -0.19, -5.86], [4.39, 1.01, -5.24], [4.32, 1.12, -3.86], [5.54, -1.49, 0.53], [4.30, -0.55, 1.68], [6.31, -2.52, 1.01], [5.96, -3.13, 2.19], [3.13, 2.45, 0.16], [4.26, 4.58, 0.91], [6.33, 5.26, -0.25], [7.61, 3.49, -1.43], [6.72, 1.32, -2.00], [4.98, -2.20, -3.19], [5.09, -2.28, -5.58], [4.83, -0.20, -6.97], [4.08, 1.84, -5.86], [4.26, 2.08, -3.31], [-0.52, -2.26, 1.41], [-1.82, -2.36, 2.23], [-3.11, -1.72, 1.54], [-3.45, -0.34, 0.86], [-2.68, 0.20, -0.42], [-1.19, 0.63, -0.91], [0.02, -0.22, -0.59], [-1.57, 0.74, -2.63], [-2.65, 0.10, -3.22], [-3.00, 0.37, -4.57], [-2.23, 1.24, -5.27], [-1.10, 1.87, -4.72], [-0.70, 1.62, -3.40], [-1.17, 2.36, -0.44], [-2.18, 3.20, -1.00], [-2.24, 4.51, -0.59], [-1.38, 5.03, 0.36], [-0.48, 4.19, 1.01], [-0.38, 2.81, 0.61], [-3.77, 1.04, 2.03], [-2.72, 1.75, 2.55], [-2.96, 2.89, 3.33], [-4.22, 3.49, 3.27], [-5.31, 2.78, 2.75], [-5.07, 1.49, 2.21], [-5.02, -0.75, 0.29], [-5.67, -1.87, 0.80], [-6.63, -2.47, -0.02], [-6.99, -1.95, -1.29], [-6.59, -0.68, -1.58], [-5.57, -0.07, -0.77], [-1.58, -1.58, 3.82], [-0.45, -0.84, 4.08], [-0.25, -0.30, 5.34], [-1.26, -0.31, 6.28], [-2.48, -1.00, 5.94], [-2.65, -1.70, 4.75], [-2.17, -4.07, 2.55], [-3.23, -4.77, 2.05], [-3.61, -5.89, 2.76], [-2.96, -6.41, 3.80], [-1.81, -5.77, 4.16], [-1.42, -4.60, 3.56], [-3.29, -0.59, -2.63], [-3.84, -0.12, -4.97], [-2.52, 1.36, -6.30], [-0.54, 2.45, -5.41], [0.16, 2.15, -2.99], [-2.74, 2.83, -1.86], [-2.91, 5.24, -1.02], [-1.43, 6.08, 0.71], [0.14, 4.54, 1.82], [0.40, 2.17, 0.99], [-1.76, 1.31, 2.53], [-2.14, 3.31, 3.90], [-4.38, 4.52, 3.69], [-6.32, 3.12, 2.76], [-5.88, 1.08, 1.68], [-5.42, -2.38, 1.75], [-7.22, -3.32, 0.33], [-7.64, -2.52, -1.95], [-6.92, -0.08, -2.39], [-5.21, 0.95, -1.08], [0.29, -0.62, 3.35], [0.73, 0.23, 5.44], [-1.08, 0.30, 7.25], [-3.35, -0.93, 6.60], [-3.56, -2.32, 4.58], [-3.77, -4.41, 1.16], [-4.59, -6.34, 2.58], [-3.36, -7.23, 4.33], [-1.16, -6.12, 4.95], [-0.56, -4.05, 3.94], [1.30, 4.42, -3.50], [1.09, 5.34, -3.47], [1.99, 4.36, -4.18], [0.43, -4.24, -3.76], [0.66, -3.49, -2.41], [0.71, -3.07, -1.31], [-0.73, -4.56, -3.71], [1.21, -5.20, -3.83], [0.63, -3.56, -4.77], [2.73, 2.26, 4.31], [2.00, 2.26, 3.16], [2.40, 3.26, 2.22], [2.15, 1.00, 2.43], [0.59, 2.43, 3.36]], "mulliken_spin": [2.985, 0.000, 0.000, 0.000, 0.000, -0.001, 0.000, -0.002, 0.040, -0.002, 0.000, 0.000, 0.000, 0.000, 0.001, 0.003, -0.002, 0.000, 0.000, 0.000, 0.000, -0.004, 0.003, 0.000, 0.000, 0.001, 0.000, 0.000, 0.000, 0.000, 0.000, 0.000, 0.000, 0.000, 0.000, 0.231, 0.071, -0.002, 0.094, 0.011, 0.113, 0.186, -0.014, 0.000, 0.000, 0.002, 0.003, 0.002, 0.000, -0.003, -0.002, 0.005, -0.002, -0.002, -0.002, 0.007, -0.002, 0.002, -0.001, 0.000, 0.007, 0.000, 0.000, 0.000, 0.000, 0.003, 0.037, -0.029, 0.001, 0.004, -0.002, -0.005, -0.025, 0.001, 0.000, 0.002, 0.001, 0.010, 0.001, 0.000, 0.000, 0.000, -0.008, 0.001, 0.000, 0.000, 0.000, 0.011, 0.001, 0.000, 0.000, 0.000, 0.000, 0.000, 0.000, 0.000, 0.000, 0.000, 0.049, 0.000, 0.000, 0.000, 0.000, 0.000, 0.000, 0.000, 0.000, -0.002, 0.000, 0.000, 0.000, 0.008, 0.124, 0.057, 0.007, 0.004, 0.002, 0.000, 0.009, 0.000, 0.011, 0.000]}

no.,molar mass (u)
1,91.11
2,566.64
3,141.16
4,1224.68